A:
Below is a 2-piece molecular cluster, C2H7N2O3S overall, with properties calculated with the ωB97M-V functional and the def2-TZVPD basis.

Structure (ORCA input):
```
! wB97M-V def2-TZVPD RIJCOSX def2/J DEFGRID3
* xyz -1 1
C -0.59016 1.31630 0.56028
C 0.02744 0.09631 -0.13500
N -0.04150 -2.20894 -0.61734
N -0.70179 -1.13173 0.01917
O 3.09912 -0.03395 1.45748
O 3.19622 1.21757 -0.61786
O 2.86412 -1.25277 -0.69067
S 2.65687 0.05385 0.04261
H -0.05262 2.36585 0.33834
H -0.31535 1.16872 1.66905
H -1.65047 1.46595 0.32782
H 0.35164 0.22364 -1.14295
H 1.00072 -2.10634 -0.47391
H -0.00299 -2.02576 -1.61404
H -0.88404 -1.51513 0.95662
*
```

As for the HOMO energy (alpha / beta): -3.43 / -3.45 eV. Its HOMO-LUMO gap (alpha / beta) is 7.31 / 7.34 eV.

Population analysis type natural (NBO), resulting atomic charges in e: atom 1 (C): -0.682, atom 2 (C): -0.131, atom 3 (N): -0.689, atom 4 (N): -0.486, atom 5 (O): -1.011, atom 6 (O): -0.995, atom 7 (O): -1.043, atom 8 (S): 2.139, atom 9 (H): 0.226, atom 10 (H): 0.221, atom 11 (H): 0.199, atom 12 (H): 0.182, atom 13 (H): 0.383, atom 14 (H): 0.327, atom 15 (H): 0.361

B:
Below is a 2-piece molecular cluster, C2H7N2O3S overall, with properties calculated with the ωB97M-V functional and the def2-TZVPD basis.

Structure (ORCA input):
```
! wB97M-V def2-TZVPD RIJCOSX def2/J DEFGRID3
* xyz -1 1
C 2.17226 1.09339 -0.10401
C 0.81748 0.47423 -0.27582
N -0.53676 -1.23822 0.67846
N 0.60735 -0.44444 0.59112
O -2.73309 0.42446 0.92864
O -4.12022 -1.51944 -0.25316
O -4.88393 0.97803 -0.18400
S -3.61392 0.15727 -0.26199
H 2.09965 1.44047 0.84822
H 2.24048 1.97418 -0.75471
H 2.92396 0.37597 -0.22608
H 0.15875 0.89502 -1.06623
H -0.63598 -1.56543 1.60087
H -1.45556 -0.96136 0.31097
H -5.04613 -1.50738 0.09518
*
```

As for the HOMO energy: -4.20 eV. Its HOMO-LUMO gap is 7.98 eV.

Population analysis type natural (NBO), resulting atomic charges in e: atom 1 (C): -0.641, atom 2 (C): -0.002, atom 3 (N): -0.650, atom 4 (N): -0.253, atom 5 (O): -1.030, atom 6 (O): -0.972, atom 7 (O): -1.039, atom 8 (S): 1.612, atom 9 (H): 0.217, atom 10 (H): 0.187, atom 11 (H): 0.209, atom 12 (H): 0.163, atom 13 (H): 0.350, atom 14 (H): 0.389, atom 15 (H): 0.462

The structure with the least stability is A.

A:
Below is the molecule C5H8FNO, with properties calculated with the ωB97M-V functional and the def2-TZVPD basis.

Structure (ORCA input):
```
! wB97M-V def2-TZVPD RIJCOSX def2/J DEFGRID3
* xyz 0 1
N -0.40590 1.47357 -0.78484
C -0.26479 0.67640 0.40626
C -1.28857 -0.42916 0.46649
C -0.70649 -1.62475 -0.29477
O 0.64953 -1.30684 -0.50826
C 0.99152 -0.10856 0.12298
C 2.25675 0.33107 0.21738
F 3.23856 -0.47345 -0.13737
H -1.32057 1.92061 -0.86360
H 0.23649 2.24082 -0.94312
H -0.20113 1.18772 1.36084
H -2.22198 -0.12549 -0.00482
H -1.51615 -0.71593 1.47582
H -0.77185 -2.57027 0.21798
H -1.19422 -1.79317 -1.29192
H 2.51879 1.31743 0.56095
*
```

As for the HOMO energy: -8.38 eV. As for the structure (SMILES): N[C@H]1CCO/C1=C\F. Its HOMO-LUMO gap is 9.33 eV.

Population analysis type natural (NBO), resulting atomic charges in e: atom 1 (N): -0.832, atom 2 (C): -0.108, atom 3 (C): -0.435, atom 4 (C): -0.055, atom 5 (O): -0.486, atom 6 (C): 0.231, atom 7 (C): 0.133, atom 8 (F): -0.322, atom 9 (H): 0.353, atom 10 (H): 0.371, atom 11 (H): 0.189, atom 12 (H): 0.218, atom 13 (H): 0.218, atom 14 (H): 0.179, atom 15 (H): 0.179, atom 16 (H): 0.167

B:
Below is the molecule C5H8FNO, with properties calculated with the ωB97M-V functional and the def2-TZVPD basis.

Structure (ORCA input):
```
! wB97M-V def2-TZVPD RIJCOSX def2/J DEFGRID3
* xyz 0 1
C 2.66472 0.51808 -0.35418
C 1.32092 -0.01352 0.16620
O 1.31580 -0.90552 1.00352
N 0.24908 0.57350 -0.48470
C -1.14585 0.43631 -0.07312
C -1.78835 1.74535 0.32573
C -1.70031 -0.76899 -0.02994
F -1.02529 -1.87365 -0.42487
H 3.41978 -0.05916 0.17369
H 2.78176 0.43082 -1.42595
H 2.73094 1.57793 -0.04294
H 0.46803 1.31667 -1.09697
H -1.75043 2.46286 -0.51727
H -2.87872 1.64781 0.57713
H -1.18154 2.18438 1.12256
H -2.73886 -0.97219 0.19021
*
```

As for the HOMO energy: -9.24 eV. As for the structure (SMILES): CC(=O)N/C(C)=C\F. Its HOMO-LUMO gap is 9.99 eV.

Population analysis type natural (NBO), resulting atomic charges in e: atom 1 (C): -0.717, atom 2 (C): 0.688, atom 3 (O): -0.591, atom 4 (N): -0.642, atom 5 (C): 0.068, atom 6 (C): -0.637, atom 7 (C): 0.229, atom 8 (F): -0.323, atom 9 (H): 0.244, atom 10 (H): 0.224, atom 11 (H): 0.218, atom 12 (H): 0.394, atom 13 (H): 0.212, atom 14 (H): 0.230, atom 15 (H): 0.227, atom 16 (H): 0.176

The structure with the least stability is A.

A:
Below is C5H8FNO as an isolated structure, with properties calculated with the ωB97M-V functional and the def2-TZVPD basis.

Structure (ORCA input):
```
! wB97M-V def2-TZVPD RIJCOSX def2/J DEFGRID3
* xyz 0 1
C -0.37283 -2.14860 -0.43907
C 0.82746 -1.53989 0.23005
C 0.05097 0.74269 0.26584
C -1.61783 -0.38194 0.31561
C -0.04783 1.86923 -0.66674
N -1.45103 -1.44987 -0.54266
O 0.99565 -0.15689 -0.17114
F -2.63029 0.37454 0.07258
H -0.26040 -2.98095 -1.04175
H 0.97463 -1.72530 1.41029
H 1.76589 -1.94482 -0.14423
H 0.19998 1.03587 1.37937
H -1.54426 -0.64180 1.40113
H 0.75652 2.64430 -0.70727
H -0.98706 2.38234 -0.60522
H 0.03392 1.38869 -1.62477
*
```

As for the HOMO energy: -8.51 eV. Its HOMO-LUMO gap is 9.24 eV.

Population analysis type natural (NBO), resulting atomic charges in e: atom 1 (C): 0.081, atom 2 (C): -0.158, atom 3 (C): 0.112, atom 4 (C): 0.330, atom 5 (C): -0.677, atom 6 (N): -0.415, atom 7 (O): -0.528, atom 8 (F): -0.323, atom 9 (H): 0.185, atom 10 (H): 0.187, atom 11 (H): 0.216, atom 12 (H): 0.158, atom 13 (H): 0.153, atom 14 (H): 0.223, atom 15 (H): 0.229, atom 16 (H): 0.226

B:
Below is the molecule C5H8FNO, with properties calculated with the ωB97M-V functional and the def2-TZVPD basis.

Structure (ORCA input):
```
! wB97M-V def2-TZVPD RIJCOSX def2/J DEFGRID3
* xyz 0 1
O -2.75009 0.20225 0.31044
C -2.24103 -0.76866 -0.24352
N -0.94852 -0.95081 -0.23610
C -0.15099 -0.06347 0.58576
C 0.15442 1.25263 -0.10626
C 1.55329 0.74674 -0.43405
C 1.36409 -0.42688 0.57204
F 1.53737 -1.64303 -0.00769
H -2.81515 -1.60379 -0.78828
H -0.51101 -1.81903 -0.46511
H -0.61156 0.11190 1.55003
H 0.01287 2.10929 0.54741
H -0.45953 1.52615 -0.98479
H 2.44499 1.40348 -0.39489
H 1.52638 0.24320 -1.41665
H 1.89447 -0.31998 1.51167
*
```

As for the HOMO energy: -9.85 eV. As for the structure (SMILES): O=CN[C@@H]1CC[C@@H]1F. Its HOMO-LUMO gap is 10.81 eV.

Population analysis type natural (NBO), resulting atomic charges in e: atom 1 (O): -0.631, atom 2 (C): 0.525, atom 3 (N): -0.604, atom 4 (C): -0.088, atom 5 (C): -0.410, atom 6 (C): -0.441, atom 7 (C): 0.206, atom 8 (F): -0.359, atom 9 (H): 0.115, atom 10 (H): 0.414, atom 11 (H): 0.218, atom 12 (H): 0.218, atom 13 (H): 0.223, atom 14 (H): 0.217, atom 15 (H): 0.220, atom 16 (H): 0.176

C:
Below is the molecule C5H8FNO, with properties calculated with the ωB97M-V functional and the def2-TZVPD basis.

Structure (ORCA input):
```
! wB97M-V def2-TZVPD RIJCOSX def2/J DEFGRID3
* xyz 0 1
F 2.25870 -0.80688 -1.31025
C 0.87089 -1.53718 -1.27567
C -0.05351 -0.66533 -0.43199
O -0.55409 0.37374 -1.22953
C -1.09333 1.44789 -0.21964
C -0.60603 0.81123 1.18004
N 0.51827 0.81833 2.07459
C 0.59878 0.12875 0.69231
H 0.67304 -1.93260 -2.30362
H 1.09217 -2.50657 -0.74957
H -0.72422 -1.32570 -0.00037
H -0.63227 2.47433 -0.71374
H -2.18473 1.68361 -0.19793
H -1.42579 0.14124 1.65169
H -0.05014 0.23067 2.81871
H 1.31226 0.66448 0.01498
*
```

As for the HOMO energy: -9.22 eV. As for the structure (SMILES): FC[C@@H]1OC[C@@H]2N[C@H]21. Its HOMO-LUMO gap is 9.86 eV.

Population analysis type natural (NBO), resulting atomic charges in e: atom 1 (F): -0.425, atom 2 (C): 0.042, atom 3 (C): 0.046, atom 4 (O): -0.529, atom 5 (C): -0.118, atom 6 (C): -0.123, atom 7 (N): -0.473, atom 8 (C): -0.173, atom 9 (H): 0.208, atom 10 (H): 0.180, atom 11 (H): 0.176, atom 12 (H): 0.219, atom 13 (H): 0.205, atom 14 (H): 0.165, atom 15 (H): 0.362, atom 16 (H): 0.238

The structure with the least stability is C.

A:
Below is an isolated ion of composition C5H12N2 and charge +2, with properties calculated with the ωB97M-V functional and the def2-TZVPD basis.

Structure (ORCA input):
```
! wB97M-V def2-TZVPD RIJCOSX def2/J DEFGRID3
* xyz 2 1
C -1.07160 0.89309 2.67882
N -0.85268 -0.07360 1.86348
C -0.67269 0.06111 0.44036
C -1.72912 0.07837 -0.38556
C 0.73928 0.21114 -0.14092
C 0.90297 -0.75739 -1.37296
N 1.97097 -0.35941 -2.38416
H -0.78288 1.92746 2.45111
H -1.50315 0.79464 3.67620
H -0.61766 -0.95764 2.32715
H -1.61261 0.76878 -1.22167
H -2.72891 -0.11080 -0.00823
H 1.59113 -0.05612 0.48918
H 0.71091 1.22290 -0.55902
H 0.02936 -0.61564 -2.02401
H 1.01293 -1.81874 -1.18311
H 2.31540 0.60660 -2.30423
H 1.60137 -0.31769 -3.33877
H 2.80789 -0.94837 -2.43488
*
```

As for the HOMO energy: -18.33 eV. As for the structure (SMILES): C=[NH+]C(=C)CC[NH3+]. Its HOMO-LUMO gap is 9.53 eV.

Population analysis type natural (NBO), resulting atomic charges in e: atom 1 (C): 0.197, atom 2 (N): -0.446, atom 3 (C): 0.105, atom 4 (C): -0.312, atom 5 (C): -0.475, atom 6 (C): -0.207, atom 7 (N): -0.684, atom 8 (H): 0.238, atom 9 (H): 0.261, atom 10 (H): 0.459, atom 11 (H): 0.244, atom 12 (H): 0.255, atom 13 (H): 0.260, atom 14 (H): 0.252, atom 15 (H): 0.228, atom 16 (H): 0.256, atom 17 (H): 0.450, atom 18 (H): 0.457, atom 19 (H): 0.462

B:
Below is a 2-piece molecular cluster, C5H12N2 overall, with properties calculated with the ωB97M-V functional and the def2-TZVPD basis.

Structure (ORCA input):
```
! wB97M-V def2-TZVPD RIJCOSX def2/J DEFGRID3
* xyz 2 1
C -1.27307 -0.42155 0.67168
C 1.60587 -0.35886 0.18053
C -2.76482 -0.04515 0.58351
C 2.40650 -0.29612 -0.98567
C -0.39932 0.98163 -1.10681
N 1.74750 -0.51660 1.41894
N -0.35756 0.02906 -0.12800
H -1.01490 -0.99998 1.49374
H -3.51977 -0.75902 0.15355
H -3.20830 -0.12241 1.58207
H -3.04151 0.96716 0.14863
H 1.62072 -0.30242 -1.87564
H 2.85924 0.69706 -0.91873
H 3.08838 -1.07730 -0.96261
H 0.14366 0.67870 -1.96027
H 0.08828 1.78973 -0.62007
H -1.50802 1.03196 -1.45696
H 2.57371 -1.04336 1.68577
H 0.95342 -0.23254 2.09635
*
```

As for the HOMO energy: -20.27 eV. Its HOMO-LUMO gap is 10.00 eV.

Population analysis type natural (NBO), resulting atomic charges in e: atom 1 (C): 0.279, atom 2 (C): 0.758, atom 3 (C): -0.754, atom 4 (C): -0.766, atom 5 (C): -0.444, atom 6 (N): -0.666, atom 7 (N): -0.259, atom 8 (H): 0.223, atom 9 (H): 0.334, atom 10 (H): 0.297, atom 11 (H): 0.284, atom 12 (H): 0.311, atom 13 (H): 0.337, atom 14 (H): 0.326, atom 15 (H): 0.236, atom 16 (H): 0.246, atom 17 (H): 0.284, atom 18 (H): 0.486, atom 19 (H): 0.490

The structure with the least stability is B.